This record from the OMol25 dataset describes 2 unconnected molecules or ions with the total composition C22H41BF7N2O3. The level of theory is ωB97M-V with the def2-TZVPD basis set.

Properties
* HOMO-LUMO gap: 8.909 eV
* total charge: -1
* molecular weight: 525.38 g mol⁻¹

XYZ file:
```
76
Properties=species:S:1:pos:R:3:lowdin_charge:R:1
C -0.04 3.53 2.34 0.003
C -1.47 3.28 1.91 -0.516
O -2.26 2.89 2.73 0.069
N -1.87 3.54 0.61 -0.082
C -3.22 4.18 0.61 -0.009
C -0.88 4.20 -0.26 -0.190
C 0.06 3.18 -0.91 -0.188
C -0.64 2.36 -2.01 -0.166
C -1.35 1.07 -1.51 -0.128
C -0.64 -0.20 -1.96 -0.319
O -1.43 -1.37 -1.75 -0.103
C -2.66 -1.40 -2.44 -0.165
C -3.84 -1.43 -1.48 -0.127
O -4.20 -0.08 -1.21 0.023
C -5.21 0.13 -0.33 -0.708
F -6.35 -0.45 -0.74 0.166
F -4.93 -0.39 0.89 0.150
F -5.38 1.43 -0.22 0.207
C 0.66 -0.40 -1.16 -0.332
N 0.41 -0.94 0.18 0.078
C 1.63 -1.30 -1.95 -0.134
C 2.59 -2.21 -1.18 -0.185
C 3.83 -1.52 -0.58 -0.347
C 3.53 -0.66 0.64 -0.067
C 4.93 -2.61 -0.32 -0.163
C 5.70 -2.52 1.00 -0.198
C 5.06 -3.01 2.28 -0.101
C 4.41 -4.16 2.52 -0.326
C 4.65 -4.86 3.84 -0.072
C 3.38 -4.80 1.61 -0.055
H 0.10 4.61 2.44 0.088
H 0.72 3.18 1.65 0.060
H 0.10 3.09 3.32 0.083
H -3.38 4.75 1.52 0.092
H -3.31 4.85 -0.24 0.087
H -4.00 3.42 0.54 0.081
H -1.41 4.69 -1.07 0.111
H -0.33 4.99 0.26 0.112
H 0.91 3.70 -1.35 0.112
H 0.46 2.51 -0.14 0.080
H -1.41 3.00 -2.44 0.109
H 0.05 2.14 -2.82 0.108
H -1.39 1.13 -0.42 0.113
H -2.36 1.11 -1.88 0.101
H -0.35 -0.11 -3.02 0.148
H -2.76 -0.56 -3.13 0.134
H -2.68 -2.31 -3.04 0.127
H -4.67 -2.02 -1.86 0.133
H -3.50 -1.91 -0.56 0.137
H 1.13 0.57 -1.01 0.116
H -0.43 -0.53 0.58 0.077
H 0.27 -1.94 0.14 0.072
H 1.03 -1.90 -2.64 0.111
H 2.26 -0.65 -2.57 0.117
H 2.98 -2.94 -1.90 0.113
H 2.09 -2.79 -0.41 0.090
H 4.23 -0.86 -1.36 0.128
H 4.42 -0.21 1.07 0.070
H 2.95 -1.20 1.39 0.079
H 2.88 0.17 0.34 0.062
H 5.67 -2.52 -1.12 0.108
H 4.48 -3.60 -0.40 0.082
H 6.59 -3.16 0.88 0.110
H 6.09 -1.51 1.14 0.096
H 5.20 -2.35 3.14 0.110
H 4.18 -4.33 4.68 0.081
H 4.21 -5.86 3.84 0.066
H 5.71 -4.92 4.07 0.069
H 2.75 -5.45 2.21 0.072
H 2.74 -4.03 1.20 0.057
H 3.78 -5.41 0.80 0.080
B -8.10 3.94 -0.60 -1.250
F -7.72 3.41 0.65 0.069
F -9.33 4.60 -0.48 0.065
F -7.11 4.86 -1.04 0.057
F -8.21 2.89 -1.55 0.063
```


This record from the OMol25 dataset describes a molecular structure, C22H41BN7PTi. The level of theory is ωB97M-V with the def2-TZVPD basis set.

Properties
* HOMO-LUMO gap: 7.847 eV
* energy relative to the best compared isomer or geometry (same formula, charge and spin): 0.000 eV
* total charge: +2
* molecular weight: 493.27 g mol⁻¹

XYZ file:
```
73
Properties=species:S:1:pos:R:3:lowdin_charge:R:1
H 0.98 2.84 -0.77 0.080
N 0.54 1.37 -2.28 -0.045
B 0.20 0.20 -4.50 -0.459
N 0.56 1.45 -3.65 -0.039
C 0.87 2.70 -4.04 -0.020
Ti -0.06 -0.70 -1.54 1.134
H 0.92 2.94 -5.09 0.140
C 1.11 3.46 -2.90 -0.014
H 1.39 4.50 -2.86 0.110
C 0.90 2.60 -1.82 -0.111
H 0.30 0.46 -5.68 0.135
C -0.68 -2.62 -1.26 -0.176
H -0.90 -2.92 -0.23 -0.020
H 0.11 -3.28 -1.67 0.029
H -1.59 -2.76 -1.87 0.032
N -1.28 -0.15 -4.15 0.006
N 1.25 -0.90 -4.11 0.007
N -1.65 -0.32 -2.82 -0.086
N 1.46 -1.26 -2.77 -0.096
C -2.39 -0.08 -4.90 -0.004
C 2.18 -1.50 -4.87 -0.004
H -2.34 0.06 -5.97 0.145
H 2.20 -1.35 -5.94 0.147
C -3.51 -0.24 -4.08 0.000
C 3.01 -2.28 -4.05 0.000
C -3.01 -0.39 -2.78 -0.069
C 2.54 -2.10 -2.75 -0.068
H -4.54 -0.25 -4.38 0.116
H 3.82 -2.90 -4.37 0.117
H -3.55 -0.54 -1.86 0.126
H 2.90 -2.55 -1.83 0.125
H -1.12 0.50 0.05 0.004
C 2.33 0.34 3.46 -0.059
C 1.81 0.16 2.00 -0.577
C 2.33 1.34 1.17 -0.091
C 2.34 -1.15 1.33 -0.065
P -0.06 0.12 1.95 1.112
N -0.32 -0.10 0.31 -0.245
C -0.68 -1.33 3.03 -0.577
C -1.53 -0.90 4.25 -0.082
C -1.54 -2.26 2.17 -0.085
C 0.43 -2.21 3.65 -0.073
C -1.15 1.63 2.22 -0.594
C -2.59 1.26 1.82 -0.053
C -1.08 2.16 3.66 -0.062
C -0.72 2.81 1.33 -0.080
H 2.99 -0.49 3.75 0.093
H 1.52 0.42 4.20 0.068
H 2.92 1.26 3.52 0.096
H 3.43 1.26 1.10 0.115
H 1.94 1.33 0.14 0.041
H 2.11 2.31 1.64 0.081
H 3.15 -1.59 1.93 0.104
H 1.58 -1.93 1.18 0.056
H 2.76 -0.95 0.33 0.075
H -2.48 -0.42 3.97 0.072
H -1.80 -1.83 4.78 0.107
H -0.97 -0.28 4.96 0.089
H -0.92 -2.89 1.52 0.060
H -2.10 -2.94 2.83 0.112
H -2.28 -1.72 1.56 0.080
H 1.10 -2.66 2.91 0.071
H 1.02 -1.68 4.41 0.083
H -0.07 -3.05 4.16 0.110
H -3.05 0.50 2.45 0.073
H -3.21 2.17 1.87 0.114
H -2.67 0.91 0.78 0.070
H -0.05 2.28 4.03 0.094
H -1.55 3.16 3.68 0.105
H -1.64 1.55 4.38 0.067
H 0.29 3.17 1.55 0.080
H -0.79 2.60 0.26 0.060
H -1.42 3.64 1.53 0.109
```


This record from the OMol25 dataset describes a molecular structure, C22H41BrNP3RhSe. The level of theory is ωB97M-V with the def2-TZVPD basis set.

Properties
* HOMO-LUMO gap (spin up / spin down): 6.256 / 4.645 eV
* energy relative to the best compared isomer or geometry (same formula, charge and spin): 2.447 eV
* total charge: +3
* expectation value of S²: 6.02
* molecular weight: 674.27 g mol⁻¹
* spin multiplicity: 5

XYZ file:
```
70
Properties=species:S:1:pos:R:3:nbo_charge:R:1
Rh -0.56 -0.01 -1.30 0.114
P 2.11 1.16 2.19 1.340
P 0.46 1.33 -2.79 1.132
P 0.99 -1.56 -1.12 1.190
H -0.68 0.64 4.05 0.229
C -0.46 -0.38 3.69 -0.574
C 0.91 -0.79 3.87 -0.349
H 1.51 -0.40 4.70 0.214
C 1.84 2.37 3.56 -0.969
C 2.83 2.37 0.99 -0.980
C 3.66 0.37 2.78 -0.956
C -0.45 1.42 -4.38 -0.951
C 0.56 3.06 -2.24 -0.960
C 2.16 0.97 -3.36 -0.959
C 0.61 -2.53 0.38 -0.966
C 2.74 -1.10 -0.85 -0.968
C 1.01 -2.80 -2.47 -0.955
H -1.27 -1.07 3.94 0.276
H 1.25 -1.72 3.42 0.194
H 1.18 1.93 4.31 0.266
H 1.34 3.27 3.16 0.272
H 2.80 2.64 4.00 0.291
H 2.14 3.22 0.87 0.261
H 2.98 1.90 0.00 0.240
H 3.80 2.74 1.36 0.301
H 3.37 -0.45 3.46 0.273
H 4.27 1.11 3.31 0.292
H 4.22 -0.05 1.93 0.263
H -0.06 2.26 -4.97 0.279
H -1.52 1.59 -4.18 0.263
H -0.33 0.49 -4.94 0.267
H 0.84 3.70 -3.09 0.279
H 1.32 3.17 -1.45 0.240
H -0.40 3.40 -1.85 0.259
H 2.44 1.68 -4.15 0.280
H 2.23 -0.05 -3.78 0.253
H 2.89 1.07 -2.54 0.241
H 1.16 -3.48 0.34 0.283
H -0.46 -2.74 0.43 0.275
H 0.91 -1.97 1.27 0.235
H 3.23 -1.88 -0.24 0.276
H 2.82 -0.14 -0.32 0.220
H 3.27 -1.03 -1.81 0.280
H 1.74 -3.58 -2.24 0.269
H 1.27 -2.32 -3.42 0.260
H 0.01 -3.25 -2.58 0.267
C -2.75 -2.52 -1.39 -0.280
C -2.96 -2.38 -0.01 -0.268
C -3.48 -3.46 0.72 -0.187
C -3.81 -4.65 0.07 -0.145
C -3.65 -4.77 -1.32 -0.197
C -3.15 -3.70 -2.06 -0.149
Se -1.90 -1.13 -2.48 0.468
H -0.48 -0.25 2.24 0.102
H -2.74 -1.43 0.49 0.209
H -3.61 -3.35 1.80 0.241
H -4.21 -5.49 0.64 0.255
H -3.93 -5.69 -1.83 0.258
H -3.06 -3.74 -3.15 0.233
Br -0.64 4.80 1.94 0.141
C -1.69 3.35 1.25 -0.096
C -3.08 3.34 1.35 -0.149
C -3.77 2.32 0.70 -0.196
C -3.06 1.39 -0.08 0.059
N -1.72 1.42 -0.14 -0.552
C -1.03 2.30 0.60 -0.007
H -3.58 4.10 1.93 0.277
H -4.84 2.23 0.75 0.270
H -3.55 0.59 -0.63 0.229
H 0.06 2.19 0.65 0.197
```


This record from the OMol25 dataset describes a molecular structure, C22H41ClIrNOP3. The level of theory is ωB97M-V with the def2-TZVPD basis set.

Properties
* HOMO-LUMO gap (spin up / spin down): 6.012 / 3.274 eV
* total charge: +3
* expectation value of S²: 6.03
* molecular weight: 656.17 g mol⁻¹
* spin multiplicity: 5

XYZ file:
```
70
Properties=species:S:1:pos:R:3:nbo_charge:R:1
Ir 0.05 0.69 0.34 0.233
P -0.30 2.37 -1.11 1.111
P -1.60 0.47 1.94 1.067
P 1.96 -0.36 -0.60 0.942
H -2.37 -3.36 1.34 0.186
C -1.53 -4.01 1.11 -0.408
C -0.44 -4.04 1.90 -0.387
H -0.44 -3.53 2.86 0.199
C -1.98 2.33 -1.87 -0.952
C -0.36 3.95 -0.10 -0.938
C 0.81 2.62 -2.51 -0.973
C -1.69 -0.94 3.07 -0.956
C -1.52 2.01 2.99 -0.933
C -3.23 0.52 1.09 -0.934
C 2.70 -1.78 0.30 -0.930
C 3.43 0.74 -0.84 -0.932
C 1.76 -1.10 -2.27 -0.933
H -1.68 -4.72 0.27 0.202
H 0.37 -4.75 1.71 0.219
H -1.87 2.64 -2.91 0.258
H -2.65 3.02 -1.33 0.272
H -2.35 1.30 -1.80 0.226
H 0.11 4.77 -0.68 0.272
H 0.16 3.80 0.86 0.246
H -1.42 4.21 0.08 0.259
H 0.25 3.06 -3.35 0.271
H 1.26 1.68 -2.82 0.246
H 1.61 3.33 -2.24 0.278
H -2.58 -0.83 3.72 0.278
H -0.78 -0.97 3.70 0.259
H -1.73 -1.88 2.49 0.264
H -2.34 1.99 3.74 0.270
H -1.60 2.92 2.36 0.247
H -0.55 2.06 3.53 0.255
H -4.04 0.24 1.77 0.271
H -3.15 -0.15 0.23 0.241
H -3.39 1.53 0.69 0.245
H 3.79 -1.85 0.15 0.269
H 2.25 -2.73 -0.02 0.253
H 2.54 -1.71 1.38 0.247
H 4.18 0.27 -1.48 0.266
H 3.89 0.96 0.13 0.260
H 3.11 1.68 -1.30 0.239
H 2.72 -1.24 -2.79 0.271
H 1.11 -0.47 -2.88 0.222
H 1.28 -2.08 -2.19 0.226
C -1.61 -1.80 -2.43 0.296
C -2.35 -1.13 -3.49 -0.021
C -2.29 -1.61 -4.79 -0.003
C -1.65 -2.80 -5.13 -0.191
C -1.03 -3.50 -4.09 -0.006
C -1.07 -3.10 -2.77 -0.013
O -1.25 -1.23 -1.34 -0.429
H -1.32 1.57 0.40 0.041
H -2.88 -0.21 -3.24 0.257
H -2.82 -1.07 -5.57 0.273
H -1.63 -3.21 -6.15 0.296
H -0.52 -4.43 -4.30 0.271
H -0.61 -3.63 -1.94 0.271
Cl 2.69 -1.02 5.19 0.097
C 2.51 0.27 4.04 -0.051
C 3.14 1.50 4.23 -0.141
C 3.01 2.46 3.22 -0.198
C 2.23 2.15 2.11 0.022
N 1.55 1.00 1.97 -0.523
C 1.72 0.04 2.90 -0.019
H 3.74 1.69 5.12 0.275
H 3.43 3.46 3.30 0.267
H 2.08 2.88 1.32 0.211
H 1.18 -0.90 2.78 0.227
```


This record from the OMol25 dataset describes 5 unconnected molecules or ions with the total composition C22H41F3N7O4S. The level of theory is ωB97M-V with the def2-TZVPD basis set.

Properties
* HOMO-LUMO gap: 7.889 eV
* total charge: +3
* molecular weight: 556.68 g mol⁻¹

XYZ file:
```
78
Properties=species:S:1:pos:R:3:lowdin_charge:R:1
C -7.37 4.00 -4.34 0.045
C -6.60 4.70 -5.42 -0.327
O -5.87 5.68 -5.21 0.116
N -6.80 4.15 -6.83 0.131
H -7.20 3.22 -6.86 0.165
H -7.46 4.70 -7.36 0.190
C -5.42 4.04 -7.51 0.045
H -7.67 3.00 -4.64 0.092
H -8.21 4.64 -4.08 0.119
H -6.71 3.99 -3.48 0.098
H -4.62 3.59 -6.92 0.079
H -5.00 5.02 -7.74 0.105
H -5.60 3.53 -8.46 0.115
C -3.74 0.69 -6.14 -0.055
C -2.65 1.76 -6.41 -0.147
N -1.35 1.21 -5.92 -0.060
C -0.55 0.35 -6.67 0.012
C 0.60 -0.01 -5.90 0.056
N 0.35 0.59 -4.66 -0.115
C -0.80 1.37 -4.67 0.060
C 1.13 0.46 -3.44 0.019
H -3.99 0.40 -5.12 0.067
H -3.62 -0.20 -6.75 0.085
H -4.70 1.08 -6.47 0.054
H -2.80 2.54 -5.67 0.088
H -2.65 2.22 -7.40 0.129
H -0.75 0.21 -7.72 0.133
H 1.50 -0.55 -6.19 0.139
H -1.06 2.00 -3.83 0.135
H 2.18 0.34 -3.71 0.114
H 0.81 -0.52 -3.10 0.109
H 0.82 1.24 -2.74 0.112
C -2.08 7.84 -6.54 -0.070
C -1.83 8.77 -5.39 -0.169
N -3.04 9.22 -4.67 -0.038
C -3.15 10.40 -3.90 0.046
C -4.45 10.39 -3.34 0.015
N -5.06 9.21 -3.69 -0.088
C -4.22 8.53 -4.61 0.018
C -6.39 8.78 -3.28 0.013
H -2.15 6.82 -6.16 0.069
H -1.13 7.77 -7.08 0.094
H -2.93 8.05 -7.18 0.089
H -1.33 9.67 -5.74 0.132
H -1.07 8.46 -4.68 0.137
H -2.25 10.95 -3.68 0.139
H -4.96 11.15 -2.77 0.143
H -4.47 7.57 -5.04 0.120
H -6.49 8.97 -2.21 0.112
H -6.32 7.70 -3.38 0.080
H -7.27 9.19 -3.79 0.109
C -5.90 -4.21 0.44 -0.045
C -5.49 -3.95 -1.08 -0.122
N -6.02 -2.64 -1.48 -0.060
C -7.36 -2.22 -1.55 0.012
C -7.39 -0.89 -1.82 0.023
N -6.06 -0.49 -2.16 -0.086
C -5.24 -1.64 -1.95 0.058
C -5.54 0.81 -2.31 -0.040
H -6.91 -4.58 0.58 0.075
H -5.93 -3.32 1.08 0.078
H -5.19 -4.81 1.01 0.083
H -5.75 -4.77 -1.75 0.131
H -4.41 -3.96 -1.11 0.119
H -8.10 -2.92 -1.20 0.145
H -8.17 -0.16 -1.70 0.140
H -4.18 -1.78 -2.09 0.162
H -6.07 1.42 -1.57 0.111
H -5.72 1.07 -3.35 0.085
H -4.50 1.02 -2.08 0.097
C -2.70 5.72 -2.14 -0.599
F -2.63 6.04 -0.81 0.103
F -3.52 6.58 -2.73 0.116
F -1.46 5.85 -2.59 0.139
S -3.35 3.85 -2.22 0.510
O -4.40 3.70 -1.21 -0.330
O -3.85 3.63 -3.62 -0.419
O -2.18 3.03 -1.94 -0.348
```


This record from the OMol25 dataset describes 3 unconnected molecules or ions with the total composition C22H41FN2O4S. The level of theory is ωB97M-V with the def2-TZVPD basis set.

Properties
* HOMO-LUMO gap: 7.530 eV
* total charge: 0
* molecular weight: 448.64 g mol⁻¹
* structure (SMILES): O=S(=O)(F)NCCCCCCCCCCCCn1cccc1.CC(C)=O.CC(C)=O

XYZ file:
```
71
Properties=species:S:1:pos:R:3:lowdin_charge:R:1
O -2.02 1.34 0.08 -0.322
S -0.60 1.54 0.59 0.808
O -0.61 1.76 2.08 -0.316
F 0.19 2.75 -0.26 -0.210
N 0.30 0.09 0.29 -0.129
C 1.35 -0.14 1.34 -0.234
C 2.44 -1.23 0.86 -0.171
C 1.80 -2.51 0.12 -0.204
C 1.69 -3.70 1.19 -0.219
C 1.34 -5.14 0.54 -0.211
C -0.19 -5.62 0.88 -0.187
C -1.16 -4.73 -0.09 -0.210
C -1.82 -3.55 0.76 -0.210
C -2.85 -2.60 -0.04 -0.193
C -2.28 -2.39 -1.53 -0.234
C -2.86 -1.11 -2.30 -0.166
C -2.28 -1.18 -3.82 -0.165
N -0.80 -1.08 -3.90 -0.142
C 0.00 0.12 -4.13 -0.078
C 1.53 -0.20 -4.20 -0.084
C 1.68 -1.75 -3.96 -0.075
C 0.20 -2.15 -3.78 -0.116
H -0.40 -0.67 0.38 0.076
H 1.87 0.87 1.51 0.131
H 0.86 -0.52 2.30 0.127
H 2.99 -1.63 1.80 0.117
H 3.22 -0.67 0.24 0.116
H 2.57 -2.86 -0.69 0.120
H 0.83 -2.30 -0.44 0.078
H 0.96 -3.43 2.05 0.109
H 2.75 -3.82 1.66 0.112
H 2.09 -5.95 0.91 0.108
H 1.52 -5.06 -0.59 0.106
H -0.45 -5.50 1.99 0.109
H -0.25 -6.72 0.52 0.106
H -1.95 -5.44 -0.55 0.117
H -0.48 -4.39 -0.95 0.085
H -2.41 -4.01 1.65 0.121
H -0.97 -2.95 1.24 0.086
H -2.80 -1.56 0.47 0.108
H -3.95 -2.93 0.01 0.115
H -2.41 -3.32 -2.20 0.120
H -1.14 -2.21 -1.41 0.085
H -4.02 -1.12 -2.31 0.126
H -2.53 -0.12 -1.83 0.090
H -2.78 -0.44 -4.52 0.127
H -2.56 -2.24 -4.21 0.129
H -0.48 1.16 -4.25 0.107
H 2.41 0.51 -4.40 0.079
H 2.62 -2.41 -3.92 0.085
H -0.13 -3.22 -3.57 0.101
C 0.90 7.52 -1.15 -0.027
C 0.98 6.30 -2.02 -0.499
C 0.02 5.17 -1.73 -0.033
O 1.79 6.21 -2.92 0.062
H 1.65 8.25 -1.47 0.083
H -0.09 7.98 -1.24 0.085
H 1.09 7.25 -0.11 0.084
H -1.01 5.53 -1.85 0.092
H 0.17 4.80 -0.71 0.062
H 0.19 4.36 -2.43 0.082
C -0.22 3.02 5.11 -0.029
C 0.96 3.84 5.56 -0.503
C 0.79 5.34 5.61 -0.028
O 2.01 3.31 5.88 0.057
H 0.05 1.96 5.13 0.083
H -1.06 3.18 5.79 0.087
H -0.50 3.30 4.09 0.066
H -0.01 5.60 6.30 0.084
H 0.56 5.71 4.61 0.083
H 1.72 5.80 5.95 0.082
```